63
Properties=species:S:1:pos:R:3 method="wB97M-V/def2-TZVPD" relative_energy_kcal_mol=1.2 e_homo_ha=-0.503 largest_force_ev_per_a=0.23 total_energy_ha=-4406.02738 total_charge=+2 orbital_gap_ha=0.2899 lumo_energy_ev=-5.8
In 0.21086 -0.09732 0.15530
Se -2.11001 6.81753 -2.81272
N -0.75420 6.35388 -1.76776
C -0.83410 5.06053 -1.59056
C 0.10408 4.29993 -0.77781
C 1.15920 4.89547 -0.08419
C 1.99293 4.10350 0.67415
C 1.75825 2.73512 0.72120
N 0.76289 2.15866 0.05628
C -0.06286 2.91970 -0.67609
C -1.17502 2.24020 -1.35124
N -1.28288 0.90770 -1.19460
C -2.29124 0.26294 -1.77644
C -3.24320 0.90680 -2.55150
C -3.14319 2.27048 -2.72605
C -2.09226 2.95816 -2.11855
C -1.91896 4.39819 -2.25073
N -2.71529 5.15651 -2.95904
H 1.29634 5.96681 -0.14984
H 2.81398 4.52617 1.23498
H 2.37249 2.07989 1.32518
H -2.33866 -0.80447 -1.61678
H -4.04282 0.33814 -3.00334
H -3.85987 2.82187 -3.32045
N 2.22410 -0.12389 -1.01951
C 2.54586 -1.42688 -1.56147
C 3.78823 -1.75437 -2.01934
C 4.03751 -3.03029 -2.56814
C 3.03002 -3.94573 -2.65943
C 1.73397 -3.63412 -2.18320
C 0.65801 -4.54451 -2.24634
C -0.56087 -4.18301 -1.74241
C -0.69822 -2.92019 -1.15508
N 0.27279 -2.03129 -1.09580
C 1.49013 -2.36759 -1.61292
H 2.20465 0.57122 -1.76178
H 2.92360 0.17564 -0.34536
H 4.58934 -1.02653 -1.97144
H 5.02960 -3.26851 -2.92481
H 3.20632 -4.92146 -3.09321
H 0.81252 -5.52130 -2.68722
H -1.40731 -4.85347 -1.76908
H -1.63664 -2.63960 -0.69302
N 2.07730 -1.00903 3.80447
C 1.26863 -0.27577 3.04443
O 1.57187 -0.12805 1.80466
C 0.10717 0.32508 3.60048
C -0.51061 -0.18785 4.75557
N -1.13756 -0.66567 5.60355
C -0.66755 1.17922 2.78729
N -1.26648 1.83005 2.04201
H 2.80010 -1.55211 3.36305
H 1.93512 -1.10156 4.79645
N -2.91781 -1.51787 3.42683
C -2.08555 -2.64102 2.89090
C -1.01722 -2.10913 1.92910
O 0.04658 -2.68416 1.84387
O -1.40047 -1.08053 1.23393
H -2.46223 -1.12961 4.27818
H -3.85879 -1.81494 3.68221
H -2.97131 -0.77849 2.71564
H -2.73721 -3.32296 2.34636
H -1.62408 -3.16610 3.72121